(1)
Computed, not measured: the ion CH5N2S with charge +1 in a non-equilibrium geometry, with ωB97M-V/def2-TZVPD.

Values from the calculation:
Highest occupied orbital energy: -0.5362 Ha
Charge: +1
LUMO energy: -4.53 eV
Electronic energy: -548.5056 Eh
HOMO-LUMO gap: 10.064 eV
SMILES string: [NH2+]=CNS

Positions of all 9 atoms, in Å:
C (-0.79689, -0.42744, -0.21368)
N (0.54427, -0.75549, -0.01644)
N (-1.06397, 0.85467, -0.27400)
S (1.84028, 0.37868, 0.07493)
H (-1.54513, -1.12354, -0.38472)
H (0.80893, -1.66012, 0.14865)
H (-2.01082, 1.24872, -0.08310)
H (-0.17467, 1.49817, -0.35071)
H (2.39798, -0.01365, 1.09907)

=====

(2)
Computed, not measured: the ion CH5N2Si with charge +1 in a non-equilibrium geometry, with ωB97M-V/def2-TZVPD.

Values from the calculation:
Highest occupied orbital energy: -0.5958 Ha
Charge: +1
LUMO energy: -5.80 eV
Electronic energy: -439.7939 Eh
HOMO-LUMO gap: 10.411 eV
SMILES string: C[SiH2][N+]#N

Positions of all 9 atoms, in Å:
C (-0.55729, 0.60076, -0.98088)
N (1.10872, 1.08589, 2.13092)
N (0.74171, 0.21549, 1.55458)
Si (0.13947, -0.97714, 0.26692)
H (0.05911, 1.55166, -0.79406)
H (-0.27713, 0.10056, -1.91205)
H (-1.64015, 0.81133, -1.00765)
H (1.36158, -1.51517, -0.04931)
H (-0.93603, -1.87337, 0.79152)

=====

(3)
Computed, not measured: an isolated molecule of CH5N3 in a non-equilibrium geometry, with ωB97M-V/def2-TZVPD.

Values from the calculation:
Highest occupied orbital energy: -0.3195 Ha
Charge: 0
LUMO energy: 0.74 eV
Electronic energy: -205.3440 Eh
HOMO-LUMO gap: 9.433 eV
SMILES string: N=C(N)N

Positions of all 9 atoms, in Å:
C (0.14949, -0.01481, 0.21841)
H (-1.10265, -1.78336, 0.16147)
H (-0.92421, -0.79196, -1.44316)
H (-0.26217, 1.69650, -1.15787)
H (0.98287, 1.80697, 0.10444)
H (0.80271, -1.12958, 1.56047)
N (-0.56993, -0.92968, -0.47266)
N (0.09809, 1.29999, -0.25512)
N (0.82582, -0.15406, 1.28402)

=====

(4)
Computed, not measured: a cluster of 2 separate species, CH5N3 in total in a non-equilibrium geometry, with ωB97M-V/def2-TZVPD.

Values from the calculation:
Highest occupied orbital energy: -0.3133 Ha
Charge: 0
LUMO energy: 0.78 eV
Electronic energy: -205.1506 Eh
HOMO-LUMO gap: 9.309 eV

Positions of all 9 atoms, in Å:
C (0.66013, 0.20882, -1.14537)
N (-1.17743, 0.37808, 1.15167)
N (-0.02069, -0.31870, 1.62378)
N (0.07229, 0.71879, 0.71844)
H (-0.11598, -0.49950, -1.42286)
H (0.62770, 1.13125, -1.68708)
H (1.61938, -0.24212, -0.97984)
H (-1.78798, -0.11985, 0.50196)
H (0.12259, -1.25677, 1.23930)

=====

(5)
Computed, not measured: an isolated molecule of CH5N3O in a non-equilibrium geometry, with ωB97M-V/def2-TZVPD.

Values from the calculation:
Highest occupied orbital energy: -0.3160 Ha
Charge: 0
LUMO energy: 1.16 eV
Electronic energy: -280.4695 Eh
HOMO-LUMO gap: 9.762 eV
SMILES string: N/N=C/NO

Positions of all 10 atoms, in Å:
C (0.44568, -0.12836, -0.69866)
H (-0.33074, -2.19102, 1.45574)
H (0.54573, -0.89871, 2.32025)
H (1.04135, -0.69012, -1.42463)
H (-0.06990, 1.30621, -2.16724)
H (-1.01293, 1.31086, 0.42402)
N (0.39535, -1.38935, 1.31485)
N (-0.08592, -0.28686, 0.46184)
N (0.05778, 1.10664, -1.18032)
O (-0.98640, 1.86072, -0.50585)

=====

(6)
Computed, not measured: a cluster of 2 separate species, CH5N3O in total in a non-equilibrium geometry, with ωB97M-V/def2-TZVPD.

Values from the calculation:
Highest occupied orbital energy: -0.2895 Ha
Charge: 0
LUMO energy: -0.17 eV
Electronic energy: -280.4082 Eh
HOMO-LUMO gap: 7.713 eV

Positions of all 10 atoms, in Å:
C (-0.03359, 0.49163, 0.11306)
H (2.57343, -1.18812, -0.18129)
H (2.48766, 0.46554, -0.42999)
H (0.29896, 1.47486, 0.05095)
H (-1.84454, 1.02971, -0.57770)
H (-2.89726, -1.02028, 0.90002)
N (2.09187, -0.30744, 0.01807)
N (0.71282, -0.55482, 0.17656)
N (-1.43119, 0.43817, 0.12227)
O (-1.95817, -0.82926, -0.19195)

=====

Q: Which value of HOMO-LUMO gap does entry 4 give?
A: 9.309 eV